1.
Entry from the Open Molecules 2025 dataset: a molecular structure, C13H15IrN4S2Si at a distorted geometry (wB97M-V/def2-TZVPD).

Properties
- calculated total energy (Eh) = -1913.2714
- orbital gap (alpha / beta) (Eh) = 0.1326 / 0.1775
- HOMO (alpha / beta) (eV) = -11.264 / -11.899
- charge = +1
- energy above the lowest of the compared OMol25 structures with the same formula, charge and spin (kcal/mol) = 61.8
- spin multiplicity = 2
- M (g mol⁻¹) = 511.728

Atoms and positions in Å:
Ir 0.80279 -0.53573 -0.88132
S -0.73846 -1.95698 -2.22508
C 0.46346 -2.94993 -2.91668
C 0.06422 -3.66387 -4.06904
N -0.28311 -4.18436 -5.02787
C 1.75995 -3.10570 -2.42255
S 2.43775 -2.32124 -1.05452
C 2.61138 -4.04401 -3.04581
N 3.31510 -4.81709 -3.51440
C 1.20789 -2.58467 2.70824
C 0.36790 -1.36046 2.62910
C -0.25992 -0.83705 3.77605
C -0.99993 0.33406 3.69049
C -1.10148 0.98913 2.47881
C -0.44940 0.42747 1.36930
N 0.24250 -0.74011 1.47197
N -0.37689 0.91223 0.13663
Si -0.74498 2.42756 -0.65172
C 0.32899 3.80302 0.12956
C -0.04926 1.99617 -2.38377
C -2.60433 2.83447 -0.65369
H 2.15211 -2.34566 3.20127
H 1.41592 -2.96088 1.71038
H 0.72170 -3.35743 3.29960
H -0.15644 -1.36022 4.71167
H -1.49122 0.74018 4.56176
H -1.65431 1.90416 2.35947
H 1.36971 3.50144 0.19799
H -0.00372 4.07643 1.12514
H 0.27790 4.69020 -0.49480
H 0.63423 1.12293 -2.34230
H 0.52925 2.81935 -2.78593
H -0.82861 1.76098 -3.09921
H -2.96653 3.10639 0.33218
H -3.20403 2.00206 -1.00950
H -2.79013 3.67715 -1.31140

Atoms 1-6, force components in eV/Å:
-1.9 -1.9 3.1
2.5 1.1 0.9
-0.7 1.0 0.6
0.0 -0.2 -0.1
-0.2 -0.3 -0.4
0.7 0.3 0.9

***

2.
Entry from the Open Molecules 2025 dataset: a molecular structure, C13H15NO at a distorted geometry (wB97M-V/def2-TZVPD).

Properties
- calculated total energy (Eh) = -634.1573
- orbital gap (Eh) = 0.2983
- HOMO (eV) = -7.531
- energy above the lowest of the compared OMol25 structures with the same formula, charge and spin (kcal/mol) = 126.5
- M (g mol⁻¹) = 201.269

Atoms and positions in Å:
C -3.70458 -1.05327 0.11508
C -3.46637 0.06484 -0.86366
C -2.27567 0.86624 -0.42282
C 0.12554 0.80568 -0.28599
C 0.35998 2.19950 -0.35320
C 1.60502 2.62233 0.20247
C 2.43516 1.63488 0.64984
C 2.37546 0.20055 0.38354
C 3.42099 -0.71915 0.33221
C 3.05760 -1.97670 0.11673
C 1.82596 -2.38993 -0.33286
C 0.79039 -1.41140 -0.62598
C 1.16460 -0.20547 -0.17443
H -4.76165 -0.94685 2.33340
H -2.75456 -0.78079 2.23910
H -3.00928 -1.97833 -0.04797
H -4.66675 -1.52997 0.18906
H -4.21913 0.88886 -0.73095
H -3.49213 -0.08813 -1.90752
H -2.05280 1.98028 -0.97052
H -2.53512 1.34443 0.55231
H -0.43373 2.85265 -0.60810
H 2.07039 3.69107 0.26788
H 3.27528 2.07602 1.12845
H 4.48894 -0.51526 0.47817
H 3.93640 -2.78450 -0.08492
H 1.65340 -3.41572 -0.65931
H -0.11525 -1.76923 -0.86857
N -3.67166 -0.61830 1.58439
O -0.99586 0.18437 -0.60585

Atoms 1-6, force components in eV/Å:
0.8 -2.9 2.6
-0.4 2.6 1.5
2.1 4.5 -1.6
1.3 2.1 -1.0
0.0 -2.3 1.2
0.8 0.2 -0.1

***

3.
Entry from the Open Molecules 2025 dataset: a molecular structure, C13H15NO2ReSbSe5Si at a distorted geometry (wB97M-V/def2-TZVPD).

Properties
- calculated total energy (Eh) = -13324.2442
- orbital gap (alpha / beta) (Eh) = 0.1837 / 0.1839
- HOMO (alpha / beta) (eV) = -14.277 / -14.277
- charge = +2
- energy above the lowest of the compared OMol25 structures with the same formula, charge and spin (kcal/mol) = 30.7
- M (g mol⁻¹) = 948.121

Atoms and positions in Å:
Re -0.38717 -0.15881 -0.21318
O 1.22419 0.13043 3.34698
C 1.17529 -0.16738 2.20549
O 0.08519 -0.67397 1.57478
C 2.28323 -0.02799 1.22903
C 3.57857 0.06865 1.71360
C 4.59465 0.11652 0.80742
C 4.30488 0.08686 -0.56368
C 5.36609 0.11032 -1.50207
C 5.11922 0.08209 -2.83693
C 3.78498 0.03588 -3.28100
C 2.74129 0.01680 -2.39743
C 2.95217 0.03010 -1.00574
N 1.92270 -0.03602 -0.05861
H 3.73110 0.08522 2.78331
H 5.62751 0.16642 1.13084
H 6.38096 0.14783 -1.12703
H 5.93151 0.09538 -3.55030
H 3.57737 0.01189 -4.34320
H 1.75107 -0.02368 -2.79832
Se -3.77566 -1.49414 -3.48186
Sb -1.87361 -2.56422 -2.62395
Se -0.43994 -0.07638 -2.48380
Se -1.82614 -1.98049 -0.00877
Se -0.15823 -4.13239 -2.91920
C -4.66766 3.46149 -0.01845
Si -3.11093 4.38418 0.04129
C -2.39592 4.86200 1.63100
C -2.34264 4.95336 -1.49297
Se -1.56364 1.70439 0.25568
H -5.51638 4.15623 -0.00131
H -4.75962 2.80576 0.84883
H -4.73045 2.87783 -0.93752
H -2.82190 5.81842 1.95836
H -1.31630 4.99146 1.54237
H -2.62134 4.12001 2.39896
H -2.75386 5.93320 -1.76723
H -2.55270 4.26537 -2.31290
H -1.26569 5.07071 -1.36647

Atoms 1-6, force components in eV/Å:
-0.1 1.4 -0.8
-0.1 0.0 0.4
-0.4 -0.2 -0.6
0.1 -0.1 0.9
0.1 0.0 -0.4
-0.1 0.0 0.1

***

4.
Entry from the Open Molecules 2025 dataset: a molecular structure, C13H16As2AuOS4 (wB97M-V/def2-TZVPD).

Properties
- calculated total energy (Eh) = -6779.9624
- orbital gap (Eh) = 0.1921
- HOMO (eV) = -11.018
- charge = +1
- M (g mol⁻¹) = 663.349

Atoms and positions in Å:
Au -0.04269 0.07061 -0.38457
C 3.40733 -1.12053 0.49390
As 2.32926 0.36006 -0.11164
C 3.36145 1.10530 -1.56258
C 2.40292 1.69003 1.30197
C 3.31276 2.73923 1.20102
C 3.35046 3.73493 2.16601
C 2.47969 3.68395 3.24270
C 1.57608 2.63670 3.35132
C 1.51646 1.63122 2.39100
As 0.21730 0.16826 2.57746
C 0.72618 -0.48618 4.34148
C -1.36258 1.20661 3.07752
H 4.39883 -0.76956 0.77244
H 3.48175 -1.84524 -0.31452
H 2.92511 -1.58752 1.34995
H 4.39672 1.26591 -1.26811
H 2.91915 2.04383 -1.88980
H 3.32837 0.39172 -2.38362
H 4.00062 2.79049 0.36717
H 4.05888 4.54750 2.07527
H 2.50510 4.45713 3.99928
H 0.90711 2.60912 4.20348
H 0.78556 0.33910 5.04963
H 1.69003 -0.98726 4.28245
H -0.02624 -1.19984 4.67257
H -1.23828 1.69291 4.04395
H -2.21964 0.53607 3.12615
H -1.54506 1.96849 2.31871
O -5.99661 3.57480 -0.44400
C -4.94103 3.04411 -0.49223
S -3.38820 3.91374 -0.63609
C -2.33743 2.54168 -0.69137
C -3.04310 1.19167 -0.59928
S -2.36530 -0.29237 -0.64963
S -4.75896 1.25471 -0.50028
S -0.75213 2.76726 -0.86561

Atoms 1-6, force components in eV/Å:
0.0 -0.3 0.0
0.0 0.0 0.0
0.1 0.1 0.0
0.0 0.0 0.0
0.0 0.0 0.1
0.0 0.0 0.0

***

5.
Entry from the Open Molecules 2025 dataset: a molecular structure, C13H16Br12N2O2 at a distorted geometry (wB97M-V/def2-TZVPD).

Properties
- calculated total energy (Eh) = -31652.8271
- orbital gap (Eh) = 0.3543
- HOMO (eV) = -9.940
- energy above the lowest of the compared OMol25 structures with the same formula, charge and spin (kcal/mol) = 100.4
- M (g mol⁻¹) = 1191.131

Atoms and positions in Å:
N -0.64740 -0.11158 -1.31822
C 0.44669 -0.53276 -1.64835
C 1.91478 -1.13453 -1.82719
C 1.91914 -2.59686 -1.14144
C 3.09737 -3.57194 -1.63640
O 4.06163 -2.96356 -2.54122
C 3.11765 -0.16929 -1.38562
C 3.48725 0.72523 -2.69765
N 3.90660 1.45628 -3.57705
C 2.80777 0.85895 -0.20613
C 2.90649 0.01025 1.30040
C 4.46979 -0.04496 1.95128
O 3.69588 -1.28956 1.26734
H 2.04942 -1.32019 -2.96803
H 0.92044 -3.10044 -1.46413
H 1.84991 -2.47832 -0.00281
H 2.69477 -4.52772 -2.16304
H 3.65257 -3.93636 -0.68182
H 4.94395 -3.21341 -2.15681
H 4.07296 -0.79821 -1.18910
H 3.60780 1.68705 -0.12218
H 1.78195 1.36074 -0.22530
H 1.98550 0.12945 2.07378
H 5.25320 -0.00075 1.09575
H 4.64369 -0.68731 2.89072
C -3.45798 -1.75200 1.11933
Br -5.13513 -1.22077 0.29976
Br -3.18596 -0.88215 2.83227
Br -3.30047 -3.68127 1.25528
H -2.65926 -1.41267 0.45904
C -5.59340 2.66885 -0.01809
Br -6.88490 3.48214 1.18061
Br -6.25153 2.59145 -1.84260
Br -3.86227 3.53713 0.08987
H -5.45282 1.63954 0.31479
C -2.90942 3.19765 -4.03519
Br -1.47761 4.14900 -4.93590
Br -4.24331 2.54898 -5.28742
Br -2.22999 1.77507 -2.90291
H -3.40728 3.91491 -3.38219
C -2.59177 1.13081 6.74279
Br -1.04549 2.16747 7.29030
Br -3.59546 2.01845 5.33924
Br -2.10596 -0.68115 6.24584
H -3.24977 1.05838 7.60840

Atoms 1-6, force components in eV/Å:
6.3 -2.6 -2.0
-3.2 1.6 2.1
-0.7 -0.8 -1.1
-1.3 0.0 -0.4
0.2 -1.0 1.1
0.5 -0.5 1.5

***

6.
Entry from the Open Molecules 2025 dataset: a molecular structure, C13H16F6I3N3O6S2 at a distorted geometry (wB97M-V/def2-TZVPD).

Properties
- calculated total energy (Eh) = -3409.2457
- orbital gap (Eh) = 0.2678
- HOMO (eV) = -8.805
- M (g mol⁻¹) = 869.120

Atoms and positions in Å:
C 1.87049 -0.20150 -0.36953
C 1.91453 0.65737 -1.64127
O 2.22779 1.99409 -1.31532
C 0.59449 0.64623 -2.47259
C -0.25085 -0.53871 -2.25076
N 0.14612 -1.85370 -2.41098
C -0.84537 -2.68993 -2.13941
C -0.85114 -4.16582 -2.20306
C -0.51168 -4.80647 -0.86799
O -1.13120 -4.64501 0.11713
I 1.21084 -6.10375 -0.87062
N -1.89525 -1.94295 -1.80660
C -1.56130 -0.60580 -1.87833
C -2.48607 0.53187 -1.63120
I -2.87923 1.42318 -3.58731
C -3.75846 0.11498 -0.85408
C -5.10524 0.20667 -1.54900
I -3.83561 1.31591 0.91954
H 2.43862 0.32252 0.38747
H 2.40462 -1.13550 -0.53970
H 0.87570 -0.35644 0.03360
H 2.73446 0.32878 -2.27132
H 1.64367 2.29764 -0.60823
H 0.86179 0.73664 -3.52292
H 0.01128 1.52779 -2.24573
H 1.07340 -2.14573 -2.68145
H -1.84243 -4.49590 -2.50025
H -0.18872 -4.50673 -2.98774
H -2.79954 -2.30552 -1.55395
H -1.97196 1.30912 -1.08756
H -3.63337 -0.90374 -0.50812
H -5.15661 -0.49324 -2.38049
H -5.35877 1.21400 -1.84533
H -5.85982 -0.10356 -0.83338
C 3.59805 3.53987 4.86147
F 3.92084 4.79545 5.16678
F 4.69627 2.92217 4.41325
F 3.21178 2.92218 5.98211
S 2.26260 3.52686 3.59772
O 2.82918 4.17361 2.44965
O 1.15146 4.18314 4.22131
N 2.13574 1.94405 3.48328
S 1.07029 1.36200 2.48947
O 1.35366 1.54869 1.08540
O -0.30464 1.52177 2.86516
C 1.43228 -0.41618 2.78541
F 1.22245 -0.75516 4.05616
F 2.69897 -0.71745 2.48419
F 0.63587 -1.17777 2.01509

Atoms 1-6, force components in eV/Å:
0.9 -0.9 -1.2
-0.3 0.6 1.0
0.1 0.2 -1.0
0.7 -0.3 -0.1
-0.5 -0.3 0.0
0.4 0.1 -0.1